Formula: C11H10BiBrF3O3S
Source: the Open Molecules 2025 dataset
Level of theory: wB97M-V/def2-TZVPD

For the energy relative to the best compared isomer or geometry (same formula, charge and spin), the calculation gives 186.3 kJ/mol. For the LUMO energy (alpha / beta), the calculation gives 1.0 / 1.0 eV. The HOMO energy (alpha / beta) comes out at -0.1066 / -0.1066 Eh. The spin multiplicity is 1. As for the total charge: -1. Its frontier orbital gap (alpha / beta) is 3.872 / 3.874 eV. The energy comes out at -4137.24803 hartree.

XYZ file:
```
30
C11H10BiBrF3O3S (wB97M-V/def2-TZVPD)
C -0.80861 1.54882 -1.91410
C -0.95283 2.69573 -1.09173
C 0.34492 3.21684 -0.81903
H -1.88704 3.10821 -0.73411
C 1.30948 2.38869 -1.47864
C 0.58904 1.33773 -2.14915
H 1.02779 0.51343 -2.69319
H -1.61797 0.93861 -2.29739
H 0.57169 4.09298 -0.23237
H 2.38394 2.49914 -1.42036
Bi 0.44853 0.71617 0.53155
Br -1.44830 -1.00608 0.43800
C -0.58151 -4.50925 0.28020
C 0.11044 -4.56050 -0.96135
C -0.83487 -4.32281 -2.00199
H 1.17781 -4.76487 -1.09559
C -2.10930 -4.12494 -1.40102
C -1.95496 -4.24371 0.01010
H -2.75116 -4.14570 0.75429
H -0.14446 -4.66049 1.27184
H -0.62277 -4.31204 -3.07655
H -3.04988 -3.93206 -1.92681
F 2.88794 3.22013 3.65527
C 2.25416 2.82687 2.57626
F 2.44053 3.73419 1.61100
F 2.86984 1.69087 2.14199
S 0.41088 2.55690 3.01314
O 0.36055 1.18363 3.49499
O 0.02951 3.74054 3.79043
O -0.45337 2.57298 1.72431
```

Formula: C11H19ClN3O2S
Source: the Open Molecules 2025 dataset
Level of theory: wB97M-V/def2-TZVPD

For the LUMO energy, the calculation gives -4.0 eV. The SMILES is O=C(Cl)C[NH2+]CCCCCCCSc1nnco1. The HOMO energy comes out at -0.3880 Eh. The spin multiplicity is 1. As for the total charge: +1. Its frontier orbital gap is 6.517 eV. The energy comes out at -1603.23391 hartree.

XYZ file:
```
37
C11H19ClN3O2S (wB97M-V/def2-TZVPD)
O 3.63526 -3.19224 0.69007
C 4.37584 -2.22806 1.00084
Cl 4.79871 -1.77785 2.70628
C 5.00286 -1.30933 -0.17696
N 3.99257 -0.91695 -1.21528
C 3.32752 0.41363 -0.98443
C 2.58171 0.55748 0.42647
C 1.47786 1.76183 0.34585
C -0.02980 1.20709 0.56449
C -1.12106 2.02007 -0.31721
C -2.58571 2.02744 0.37421
C -3.23182 0.56484 0.25164
S -4.46132 0.43010 -1.17712
C -5.50530 -1.01031 -0.64735
N -4.71615 -2.12170 -0.20847
N -5.66098 -3.02905 0.16759
C -6.98950 -2.50403 -0.04313
O -6.90333 -1.16003 -0.57697
H 5.77478 -1.98743 -0.70318
H 5.59389 -0.44391 0.27229
H 3.32753 -1.70769 -1.33221
H 4.50875 -0.84179 -2.11683
H 2.51505 0.51622 -1.79967
H 4.05195 1.28345 -1.16105
H 1.99080 -0.37233 0.73755
H 3.31649 0.88433 1.24767
H 1.64893 2.54618 1.17795
H 1.55325 2.35186 -0.64275
H -0.04504 0.11858 0.16835
H -0.28158 1.17888 1.67948
H -1.21094 1.53172 -1.35723
H -0.82288 3.12670 -0.45748
H -2.39707 2.22299 1.50012
H -3.25602 2.88130 0.01949
H -3.86733 0.35785 1.19452
H -2.46145 -0.28226 0.15999
H -7.92646 -3.09757 0.23251
```

Formula: C19H22ClN3O3S
Source: the Open Molecules 2025 dataset
Level of theory: wB97M-V/def2-TZVPD

For the energy relative to the best compared isomer or geometry (same formula, charge and spin), the calculation gives 32.3 kJ/mol. For the LUMO energy, the calculation gives 0.5 eV. The SMILES is O=C(NCc1ccccn1)c1cc(S(=O)(=O)N2CCCCCC2)ccc1Cl. The HOMO energy comes out at -0.3347 Eh. The spin multiplicity is 1. Its frontier orbital gap is 9.568 eV. The energy comes out at -1985.60509 hartree.

XYZ file:
```
49
C19H22ClN3O3S (wB97M-V/def2-TZVPD)
O 0.72688 3.28850 -0.04550
C -0.15160 2.56628 0.37237
N -0.54450 2.51579 1.66795
C 0.35330 2.88847 2.73364
C 0.91931 1.64825 3.38814
C 1.84879 1.71759 4.42036
C 2.31266 0.53424 4.96917
C 1.83451 -0.67231 4.47765
C 0.90774 -0.63704 3.44895
N 0.46722 0.49212 2.92028
C -0.89316 1.58966 -0.49679
C -0.84289 0.24938 -0.12310
C -1.38795 -0.71785 -0.93979
S -1.13704 -2.43781 -0.49147
O -1.08444 -2.52172 0.94029
O -2.09294 -3.23270 -1.20527
N 0.36224 -2.78283 -1.07333
C 0.51969 -3.21280 -2.43551
C 0.77132 -2.08628 -3.45277
C 1.57532 -0.89727 -2.91780
C 2.76171 -1.26790 -2.02444
C 2.36929 -1.39060 -0.55201
C 1.52933 -2.63312 -0.24680
C -2.02882 -0.37814 -2.11695
C -2.10079 0.95143 -2.49463
C -1.51289 1.92867 -1.69806
Cl -1.58857 3.57453 -2.18403
H -1.19745 1.78710 1.92049
H -0.17303 3.49617 3.47816
H 1.15507 3.49083 2.29585
H 2.19552 2.67478 4.77835
H 3.03625 0.55187 5.77128
H 2.17095 -1.61278 4.88392
H 0.48366 -1.53814 3.02400
H -0.37158 -0.04503 0.80419
H -0.39556 -3.74523 -2.70277
H 1.34857 -3.92750 -2.46184
H -0.18328 -1.70649 -3.82051
H 1.29738 -2.52699 -4.30221
H 0.91480 -0.23317 -2.35707
H 1.93698 -0.33225 -3.77972
H 3.51472 -0.48099 -2.10433
H 3.21883 -2.19666 -2.37028
H 1.82168 -0.49306 -0.25860
H 3.27130 -1.44376 0.06191
H 2.15181 -3.52937 -0.36498
H 1.17118 -2.59794 0.78287
H -2.47133 -1.15917 -2.71472
H -2.59923 1.24038 -3.40622
```

Formula: C27H38BIN6O5
Source: the Open Molecules 2025 dataset
Level of theory: wB97M-V/def2-TZVPD

For the energy relative to the best compared isomer or geometry (same formula, charge and spin), the calculation gives 82.6 kJ/mol. For the LUMO energy, the calculation gives -0.7 eV. The HOMO energy comes out at -0.3349 Eh. The spin multiplicity is 1. Its frontier orbital gap is 8.409 eV. The energy comes out at -2078.93144 hartree.

XYZ file:
```
78
C27H38BIN6O5 (wB97M-V/def2-TZVPD)
C -0.06520 -5.29924 1.26569
C 0.81940 -4.00748 1.24870
B 0.56907 -3.06776 -0.02359
O 0.38481 -3.58932 -1.31609
C 0.50884 -1.48199 0.26064
C 1.65367 -0.70338 0.29020
C 3.00018 -1.36724 0.00235
C 3.20947 -1.72449 -1.52071
C 2.15356 -1.07443 -2.45266
O 3.23437 -3.13990 -1.73672
C 1.48702 0.72144 0.59977
C 2.78413 1.55390 0.67362
C 2.63485 2.86150 1.46633
O 1.91855 3.76500 1.20599
I 3.91317 3.09065 3.22988
C 0.24157 1.25602 0.80688
C -0.95766 0.45492 0.73769
N -2.14770 1.08668 0.96056
C -3.13575 0.22944 0.85933
N -4.48460 0.76961 1.02659
C -4.89377 0.57299 2.17633
O -5.58044 0.18603 3.04563
C -3.02893 -1.18734 0.57651
C -4.27663 -2.07741 0.46685
C -4.63307 -2.40300 -1.02269
O -4.79619 -1.17907 -1.72586
C -3.61775 -3.39728 -1.69416
N -3.29250 -3.08661 -3.09491
N -1.85976 -1.77330 0.40673
C -0.79509 -0.92085 0.47996
H -0.47113 -5.58762 0.28011
H 0.50834 -6.15674 1.66392
H -0.93040 -5.12574 1.93278
H 0.54974 -3.42004 2.14880
H 1.90559 -4.21040 1.31318
H -0.49396 -4.00127 -1.31368
H 3.08524 -2.26013 0.64588
H 3.85717 -0.72236 0.26493
H 4.18520 -1.33536 -1.85743
H 1.13907 -1.49087 -2.31325
H 2.12095 0.02705 -2.37923
H 2.44450 -1.30867 -3.49963
H 2.51586 -3.33866 -2.35049
H 3.50375 0.92970 1.23437
H 3.24323 1.69160 -0.32269
H 0.12798 2.32780 1.00604
H -5.13374 -1.69648 1.03849
H -3.98211 -3.04410 0.92982
H -5.61440 -2.91379 -0.98830
H -3.91594 -0.86075 -1.96735
H -4.06632 -4.41001 -1.67424
H -2.65755 -3.47783 -1.15874
H -4.15991 -2.89455 -3.59021
H -2.69384 -2.26852 -3.15230
C 6.98858 2.70893 -3.97604
C 5.88762 1.80209 -4.51516
C 4.69432 1.68161 -3.56172
C 5.12536 1.10806 -2.27226
N 5.46180 0.65697 -1.26787
H 7.41351 2.31759 -3.05005
H 7.80202 2.78839 -4.69784
H 6.60854 3.71440 -3.78158
H 6.30526 0.81152 -4.70892
H 5.53759 2.19530 -5.47170
H 3.92877 1.03572 -3.99464
H 4.24770 2.66136 -3.38112
C -3.40808 5.79731 3.47590
C -3.62816 4.30009 3.66004
C -4.54905 3.97450 4.84210
C -3.95704 4.48101 6.09575
N -3.49101 4.87566 7.07081
H -2.91342 6.23957 4.34233
H -2.77251 5.98348 2.60937
H -4.35626 6.31689 3.31896
H -2.66020 3.81368 3.80103
H -4.06307 3.88907 2.74581
H -4.68689 2.89544 4.92588
H -5.53028 4.43100 4.70127
```